# C22H49NO8P3S2

A cluster of 3 separate species, C22H49NO8P3S2 in total in a non-equilibrium geometry (ωB97M-V with the def2-TZVPD basis set, the Open Molecules 2025 dataset).

Properties
* largest force on an atom: 5.5 eV/A
* molecular weight: 612.69 g mol⁻¹
* E_HOMO: -10.76 eV
* total charge: +1

Element x y z (Å)
C 6.3722 -0.8294 -1.8632
C 6.3854 -0.0832 -2.7966
P 6.1901 0.6986 -4.3127
C 5.6682 2.4192 -4.0854
C 4.6634 2.8070 -5.2145
C 3.3488 3.2601 -4.5569
S 1.9756 3.2344 -5.7368
C 0.6352 2.7227 -4.6555
S -0.6572 3.6813 -4.5663
N 0.8103 1.4726 -4.0046
C 0.2795 1.5086 -2.6252
C 1.0075 2.5673 -1.7852
C 0.1392 0.4425 -4.8888
C -0.8712 -0.4671 -4.1987
H 6.2379 -1.4356 -0.9903
H 5.2427 0.0052 -5.0686
H 7.4005 0.6034 -5.0026
H 6.5876 3.0073 -4.1010
H 5.2412 2.4926 -3.0853
H 5.1126 3.5961 -5.8115
H 4.4134 1.9302 -5.8123
H 3.4311 4.2617 -4.1368
H 3.1115 2.5401 -3.7730
H -0.7862 1.7410 -2.5772
H 0.4691 0.5695 -2.1100
H 0.7945 2.3716 -0.7339
H 2.0894 2.4454 -1.8899
H 0.7349 3.5847 -2.0514
H -0.3862 0.9701 -5.6867
H 0.8952 -0.1633 -5.3938
H -1.1344 -1.2418 -4.9219
H -1.7760 0.0826 -3.9498
H -0.4648 -0.9960 -3.3383
O 3.1520 -3.1655 0.1134
P 1.6910 -3.1060 0.3230
O 1.1146 -4.6098 0.2814
C 1.4943 -5.5365 1.3124
C 0.7945 -5.2503 2.6276
O 1.1566 -2.5543 -1.1233
C 2.0444 -2.0202 -2.0874
C 2.3674 -3.0547 -3.1469
O 0.5700 -2.3824 1.1663
C -0.6870 -1.8853 0.6644
C -1.6173 -2.9598 0.1555
H 2.5795 -5.5250 1.4394
H 1.2141 -6.5244 0.9512
H 1.1244 -4.3001 3.0531
H 1.0063 -6.0372 3.3512
H -0.2839 -5.1819 2.4848
H 2.9506 -1.6363 -1.6173
H 1.5401 -1.1695 -2.5542
H 2.7672 -3.9636 -2.6978
H 3.0965 -2.6678 -3.8635
H 1.4631 -3.3350 -3.6887
H -0.5213 -1.1115 -0.0824
H -1.1606 -1.3901 1.5124
H -1.2400 -3.4310 -0.7506
H -2.5875 -2.5165 -0.0719
H -1.7525 -3.7429 0.9017
O -3.1766 1.4166 2.7484
P -4.0115 1.6889 3.9347
O -3.0309 2.2046 5.1153
C -2.3479 3.4542 4.9581
C -3.2730 4.6439 5.1375
O -4.3575 0.1926 4.4793
C -4.1235 -0.9709 3.6932
C -2.8266 -1.6360 4.1006
O -5.3798 2.3286 4.4082
C -6.2725 1.7831 5.3988
C -5.6877 1.7323 6.7896
H -1.8578 3.4884 3.9813
H -1.5697 3.4738 5.7200
H -4.0117 4.6947 4.3350
H -2.7043 5.5740 5.1341
H -3.8217 4.5681 6.0760
H -4.1298 -0.7359 2.6296
H -4.9590 -1.6503 3.8758
H -1.9873 -0.9421 4.0374
H -2.6176 -2.4970 3.4616
H -2.8799 -1.9753 5.1358
H -6.6447 0.8121 5.0808
H -7.1326 2.4532 5.3989
H -4.8769 1.0101 6.8629
H -6.4653 1.4416 7.4968
H -5.2918 2.7050 7.0812

Atomic forces in eV per Å
-0.40 -0.22 0.75
0.07 -0.10 -0.79
0.07 0.44 0.57
0.23 -0.31 -0.64
-0.17 0.20 0.97
0.15 -0.39 -0.26
-0.14 -0.07 -0.09
0.28 0.31 0.08
-0.14 -0.02 -0.01
-0.66 0.10 0.00
0.38 0.83 0.66
0.20 -0.54 -0.02
0.24 -0.25 -0.19
0.19 -0.09 -0.39
0.22 -0.07 -0.02
0.03 -0.06 0.07
-0.07 0.02 -0.09
-0.06 0.08 0.04
-0.05 -0.05 -0.01
-0.13 -0.15 -0.30
0.16 0.19 -0.35
0.07 -0.04 0.10
-0.19 0.09 0.02
-0.07 -0.24 -0.17
-0.10 -0.22 -0.43
-0.17 0.26 0.00
-0.01 0.07 -0.04
-0.02 0.03 0.11
-0.03 -0.03 0.02
0.18 0.05 0.22
-0.12 0.08 -0.02
0.00 -0.11 0.24
-0.10 0.14 0.10
0.22 1.03 2.59
-2.07 -1.47 -4.80
0.27 0.43 0.48
0.01 -0.29 0.28
0.01 0.24 -0.02
-0.16 0.08 0.43
0.15 -0.05 -0.45
-0.04 -0.12 -0.01
1.72 0.23 1.38
-0.80 0.49 0.10
0.24 -0.32 -0.16
0.00 0.05 -0.08
-0.02 0.07 -0.15
0.02 -0.04 0.03
0.02 -0.02 -0.03
-0.01 -0.09 -0.01
0.01 -0.11 0.08
-0.02 -0.04 0.07
0.10 0.07 0.07
-0.02 0.01 -0.01
0.00 0.04 -0.04
0.26 -0.13 -0.10
0.26 -0.06 0.16
0.03 0.02 -0.01
0.02 0.07 0.08
-0.07 0.05 0.05
-1.39 2.13 -1.23
1.47 -3.98 3.56
-0.37 0.29 -0.50
0.15 0.30 0.05
-0.16 -0.08 -0.11
-0.23 0.42 -0.01
0.18 -0.33 -0.01
0.16 0.00 0.11
0.34 1.13 -1.92
-0.72 -0.03 0.35
0.37 -0.05 -0.01
-0.02 -0.08 0.00
-0.03 -0.14 0.02
0.03 0.04 -0.01
0.04 -0.02 0.01
0.07 0.02 0.05
0.08 0.15 0.02
-0.04 0.09 0.09
-0.05 0.06 -0.13
-0.03 -0.02 0.02
-0.04 -0.05 -0.02
0.27 -0.08 -0.12
0.14 0.15 -0.17
-0.01 -0.03 -0.05
-0.06 0.04 -0.05
-0.09 0.03 0.02